{"formula": "C18H20CuN2O3Se2", "method": "the ωB97M-V functional and the def2-TZVPD basis", "spin_multiplicity": 2, "largest_force_ev_per_a": 0.60, "homo_lumo_gap_ev": [7.967, 7.352], "e_homo_ev": [-7.745, -7.705], "e_tot_ha": -7476.4887, "s2": 0.754, "species": ["Cu", "O", "C", "C", "C", "C", "C", "C", "C", "O", "N", "N", "C", "C", "C", "C", "C", "C", "C", "O", "H", "H", "H", "H", "H", "H", "H", "H", "H", "H", "C", "Se", "C", "C", "Se", "C", "H", "H", "H", "H", "H", "H", "H", "H", "H", "H"], "positions_angstrom": [[-0.382, -0.472, -1.132], [2.161, -2.639, 1.739], [1.614, -2.073, 2.838], [2.162, -2.423, 4.071], [1.662, -1.879, 5.235], [0.602, -0.975, 5.197], [0.049, -0.633, 3.979], [0.536, -1.172, 2.784], [-0.097, -0.802, 1.493], [0.551, -1.120, 0.387], [-1.241, -0.185, 1.511], [-1.656, 0.093, 0.218], [-2.795, 0.636, 0.034], [-3.343, 0.932, -1.267], [-4.604, 1.555, -1.314], [-5.239, 1.819, -2.503], [-4.603, 1.451, -3.696], [-3.365, 0.852, -3.680], [-2.691, 0.579, -2.472], [-1.506, 0.010, -2.544], [1.693, -2.264, 0.965], [2.985, -3.128, 4.085], [2.102, -2.158, 6.186], [0.213, -0.547, 6.112], [-0.781, 0.058, 3.918], [-3.386, 0.878, 0.917], [-5.071, 1.830, -0.374], [-6.210, 2.297, -2.519], [-5.094, 1.632, -4.645], [-2.866, 0.571, -4.600], [2.622, -1.931, -2.913], [1.216, -0.612, -3.173], [2.300, 0.961, -2.751], [2.665, 1.075, -1.280], [1.320, 2.164, -0.376], [2.084, 1.973, 1.399], [3.431, -1.750, -3.615], [2.170, -2.899, -3.111], [2.983, -1.903, -1.888], [1.700, 1.806, -3.084], [3.180, 0.906, -3.389], [3.633, 1.551, -1.140], [2.673, 0.107, -0.783], [2.203, 0.918, 1.634], [1.383, 2.419, 2.100], [3.037, 2.491, 1.446]], "mulliken_charge": [-0.470, -0.716, 0.434, -0.660, -0.283, -0.808, -0.599, 0.293, 1.519, -0.825, -0.827, 0.717, -0.131, 0.348, -0.699, -0.712, -0.416, -0.564, 0.511, -0.232, 0.348, 0.438, 0.379, 0.399, 0.421, 0.381, 0.332, 0.394, 0.366, 0.412, -1.021, 0.224, -0.822, -0.540, 0.043, -0.845, 0.334, 0.338, 0.316, 0.396, 0.415, 0.472, 0.091, 0.119, 0.329, 0.402]}